Entry 1:
Entry from the OMol25 dataset: an isolated ion of composition C3H7N2O3 and charge +1 at a distorted geometry (ωB97M-V/def2-TZVPD).

Geometry as XYZ:
```
15
Properties=species:S:1:pos:R:3:forces:R:3
C -1.072 -0.179 0.042 2.9 -0.1 -1.1
O -1.648 -1.409 -0.252 -0.2 0.5 1.0
H -0.157 0.984 -1.691 0.2 -0.3 -0.1
H -2.444 -1.462 0.311 0.1 -0.3 -0.3
N -0.169 -0.184 1.230 -1.0 -0.5 0.0
C 1.113 0.076 1.061 0.0 0.7 0.8
C -0.016 0.072 -1.115 2.3 0.2 3.4
H -2.266 0.884 -0.844 0.0 0.5 3.3
H 3.302 0.294 -0.541 -1.6 1.6 -0.8
H 1.769 0.155 1.953 -0.3 0.0 -0.9
H 0.181 -0.877 -1.548 0.1 -0.3 -1.2
O 2.504 0.921 -0.731 2.0 -1.9 1.3
N 1.444 0.266 -0.174 -3.5 -0.1 -2.5
H -0.563 -0.367 2.130 0.0 -0.1 0.5
O -1.977 0.826 0.169 -1.1 0.3 -3.3
```
Positions in Å, forces in eV/Å.

Output
* SMILES: ON1C=[NH+]C(O)(O)C1
* max |F|: 4.3 eV/Å
* LUMO level: -3.55 eV
* charge: +1
* energy above the lowest of the compared OMol25 structures with the same formula, charge and spin: 190.8 kJ/mol
* HOMO energy: -14.77 eV
* total energy: -12337.59836 eV

***

Entry 2:
Entry from the OMol25 dataset: a 2-piece molecular cluster, C3H7N2OS overall at a distorted geometry (ωB97M-V/def2-TZVPD).

Geometry as XYZ:
```
14
Properties=species:S:1:pos:R:3:forces:R:3
H -1.639 -0.604 -1.533 0.4 0.7 0.8
H -3.124 -1.066 -0.725 0.2 0.2 0.7
N 2.759 -1.724 0.340 -1.0 0.9 -0.2
H 3.777 -1.603 0.389 0.1 0.7 0.1
N 1.754 0.412 -0.091 4.6 -1.3 -2.2
C -2.072 0.456 0.387 0.7 -0.2 -0.9
H -2.611 0.638 1.311 -1.0 -0.8 -0.5
S 0.441 -0.004 0.597 -1.7 -0.7 1.2
H 2.657 -2.193 -0.575 -0.3 0.4 0.0
O 2.329 1.152 -0.817 -1.5 -0.4 1.4
H -0.513 1.845 -0.461 -0.7 0.3 0.6
C -0.866 1.336 0.458 1.6 -2.3 -3.8
H -0.667 1.807 1.330 -0.1 2.2 2.6
C -2.226 -0.449 -0.612 -1.4 0.5 0.3
```
Positions in Å, forces in eV/Å.

Output
* max |F|: 5.2 eV/Å
* LUMO level (alpha / beta): -7.36 / -7.38 eV
* charge: +1
* energy above the lowest of the compared OMol25 structures with the same formula, charge and spin: 864.4 kJ/mol
* HOMO energy (alpha / beta): -13.92 / -13.92 eV
* total energy: -19072.33845 eV

***

Entry 3:
Entry from the OMol25 dataset: a 2-piece molecular cluster, C3H7N2OS overall at a distorted geometry (ωB97M-V/def2-TZVPD).

Geometry as XYZ:
```
14
Properties=species:S:1:pos:R:3:forces:R:3
C 0.668 -1.200 -1.622 -1.8 -2.0 2.2
H 1.246 -1.223 -2.466 1.2 0.5 -2.2
H -1.537 2.282 2.295 1.5 -0.2 -0.3
H 0.022 1.766 -0.142 -0.3 -0.1 0.0
N 0.239 1.230 -0.999 -0.4 0.3 2.0
N 0.310 -2.338 -1.090 0.5 2.3 0.3
H 0.306 1.879 -1.757 0.7 -0.8 -1.2
H 0.365 -2.219 1.049 0.0 -0.5 -1.0
O -0.377 -0.559 0.275 0.5 1.0 -1.6
S -0.201 2.014 1.952 -2.5 -1.7 -0.6
H 0.298 2.910 2.678 1.0 2.1 1.5
C 0.212 -0.056 -0.801 -0.8 -0.7 -0.4
C -0.278 -2.003 0.159 -0.8 -1.0 2.4
H -1.274 -2.482 0.470 1.2 0.9 -1.1
```
Positions in Å, forces in eV/Å.

Output
* max |F|: 3.5 eV/Å
* LUMO level: -5.41 eV
* charge: +1
* energy above the lowest of the compared OMol25 structures with the same formula, charge and spin: 201.0 kJ/mol
* HOMO energy: -13.91 eV
* total energy: -19079.21402 eV

***

Entry 4:
Entry from the OMol25 dataset: an isolated ion of composition C3H7N2OS and charge +1 at a distorted geometry (ωB97M-V/def2-TZVPD).

Geometry as XYZ:
```
14
Properties=species:S:1:pos:R:3:forces:R:3
C -1.774 -0.765 0.345 4.1 3.3 3.4
S -0.050 -1.368 -0.035 -0.8 -0.2 -0.2
H -2.296 -0.036 -1.388 -0.1 0.0 -1.3
N -2.129 0.362 -0.489 -1.3 2.0 -1.1
H -2.341 -1.584 0.362 -2.7 -2.9 -0.4
H -1.217 0.946 -0.543 -0.5 0.0 -0.1
O 0.347 1.244 -0.403 -0.4 0.3 0.0
H 3.598 0.727 1.185 -1.2 0.8 -0.3
C 3.294 0.185 0.273 2.8 0.5 3.3
H -2.987 1.025 -0.333 1.8 -1.8 0.5
C 0.817 0.160 -0.153 3.7 -0.9 0.5
N 2.240 -0.200 -0.187 -6.3 0.0 -2.2
H 4.156 -0.331 -0.023 1.4 -0.7 -1.3
H -1.658 -0.367 1.388 -0.5 -0.5 -0.8
```
Positions in Å, forces in eV/Å.

Output
* SMILES: C=NC(=O)SC[NH3+]
* max |F|: 6.6 eV/Å
* LUMO level: -3.67 eV
* charge: +1
* energy above the lowest of the compared OMol25 structures with the same formula, charge and spin: 238.4 kJ/mol
* HOMO energy: -13.63 eV
* total energy: -19078.82638 eV

***

Entry 5:
Entry from the OMol25 dataset: one molecule with the formula C3H7N2P at a distorted geometry (ωB97M-V/def2-TZVPD).

Geometry as XYZ:
```
13
Properties=species:S:1:pos:R:3:forces:R:3
P -2.301 -0.061 0.190 1.1 0.3 0.2
H -3.037 0.855 -0.586 0.0 0.2 0.0
H 0.576 -0.872 -1.249 0.7 -0.4 0.9
H -2.196 -0.976 -0.899 -0.1 0.1 0.2
C 0.412 -0.652 -0.168 1.7 1.4 -2.7
H -0.689 1.038 -1.219 0.8 -0.5 0.4
H 0.102 -1.507 0.312 -1.6 -1.8 0.8
H 2.681 -0.337 0.212 -1.6 0.1 0.8
C -0.494 0.561 -0.237 -0.7 -0.2 0.8
C 1.644 -0.168 0.677 0.9 -1.3 -3.8
H 1.555 -0.677 1.584 0.4 -0.5 1.8
N 0.322 1.584 0.534 -2.6 1.6 -0.8
N 1.425 1.213 0.849 0.8 0.9 1.4
```
Positions in Å, forces in eV/Å.

Output
* SMILES: P[C@@H]1CCN=N1
* max |F|: 4.1 eV/Å
* LUMO level: 0.79 eV
* energy above the lowest of the compared OMol25 structures with the same formula, charge and spin: 47.4 kJ/mol
* HOMO energy: -9.00 eV
* total energy: -15490.72047 eV

***

Entry 6:
Entry from the OMol25 dataset: a 2-piece molecular cluster, C3H7N2P overall at a distorted geometry (ωB97M-V/def2-TZVPD).

Geometry as XYZ:
```
13
Properties=species:S:1:pos:R:3:forces:R:3
N 3.522 0.003 -0.537 0.1 0.1 -0.2
C 4.429 0.079 -1.253 0.5 0.0 -0.3
H 0.445 2.062 0.520 0.3 1.3 -1.3
N -0.632 -0.107 -1.440 1.5 -0.5 -1.3
C -1.903 -0.927 0.439 -0.6 -1.8 -2.3
H -1.507 -1.413 1.261 1.1 -0.8 2.1
H 0.262 0.350 -1.772 -1.5 -0.1 0.6
H -2.835 -0.554 0.772 -0.7 1.4 0.2
H -2.228 -1.816 -0.171 0.6 1.1 -0.2
P -0.038 0.938 1.080 -0.8 -1.3 2.0
H -1.364 1.408 1.339 0.6 0.3 0.4
C -0.829 -0.080 -0.202 -0.6 0.4 -0.3
H 2.677 0.057 -0.037 -0.6 -0.1 0.5
```
Positions in Å, forces in eV/Å.

Output
* max |F|: 3.0 eV/Å
* LUMO level: 0.51 eV
* energy above the lowest of the compared OMol25 structures with the same formula, charge and spin: 81.7 kJ/mol
* HOMO energy: -9.43 eV
* total energy: -15490.36511 eV

***

Entry 7:
Entry from the OMol25 dataset: C3H7N2P as an isolated structure at a distorted geometry (ωB97M-V/def2-TZVPD).

Geometry as XYZ:
```
13
Properties=species:S:1:pos:R:3:forces:R:3
C 1.685 -0.670 0.326 0.0 -0.5 -1.4
N -0.752 -0.051 0.438 2.2 2.8 0.3
H -2.684 -0.451 0.481 -2.1 -2.9 1.2
C 1.496 0.766 -0.056 0.2 0.8 0.7
H 0.093 -0.889 -1.455 0.3 -0.7 -0.5
H -2.305 0.367 -0.973 0.0 0.1 -0.8
H 2.444 -1.020 -0.447 -0.4 -0.3 1.9
H 2.405 1.347 -0.306 -0.6 -0.1 0.1
N 0.382 1.346 -0.057 -1.9 -2.2 0.6
H -2.497 1.234 0.679 1.3 -2.1 -1.7
P 0.071 -1.399 -0.129 -0.5 0.1 -0.5
C -2.093 0.250 0.070 0.6 4.8 1.2
H 1.756 -0.831 1.429 0.9 0.1 -1.0
```
Positions in Å, forces in eV/Å.

Output
* max |F|: 5.0 eV/Å
* LUMO level: 0.87 eV
* energy above the lowest of the compared OMol25 structures with the same formula, charge and spin: 106.0 kJ/mol
* HOMO energy: -8.91 eV
* total energy: -15490.11301 eV

***

Entry 8:
Entry from the OMol25 dataset: C3H7N2S as an isolated structure at a distorted geometry (ωB97M-V/def2-TZVPD).

Geometry as XYZ:
```
13
Properties=species:S:1:pos:R:3:forces:R:3
C 0.334 -0.177 -0.010 -1.5 3.8 -1.1
H -1.521 1.818 -0.648 -0.6 -2.1 1.6
H -2.919 0.791 -0.131 0.8 -0.6 0.5
N -0.989 -0.225 -0.224 2.0 -2.5 -0.1
C 2.532 -0.204 0.195 -0.8 1.0 -2.9
H 1.267 -2.035 0.227 0.0 2.1 -1.2
H -1.543 1.243 1.171 -1.3 -0.6 -2.3
N 1.318 -1.011 -0.130 2.0 -5.1 2.0
C -1.836 0.896 0.069 1.2 4.1 0.6
H -1.335 -1.136 -0.575 0.0 1.0 0.5
S 1.384 1.283 0.104 -0.5 -0.7 0.6
H 2.990 -0.354 1.152 0.0 -0.3 0.4
H 3.270 -0.165 -0.686 -1.1 -0.2 1.5
```
Positions in Å, forces in eV/Å.

Output
* max |F|: 5.8 eV/Å
* LUMO level: -3.83 eV
* charge: +1
* energy above the lowest of the compared OMol25 structures with the same formula, charge and spin: 155.8 kJ/mol
* HOMO energy: -14.51 eV
* total energy: -17031.95584 eV